[1]
Density functional theory data (wB97M-V/def2-TZVPD) for a cluster of 12 separate species, C39H102O33S9 in total in a non-equilibrium geometry.

```
183
Properties=species:S:1:pos:R:3:mulliken_charge:R:1
C 5.220 0.447 7.610 -0.998
C 4.294 -0.717 7.562 -0.329
O 3.984 -1.014 6.197 -0.127
S 3.128 -2.228 5.704 1.246
C 1.625 -1.357 5.133 1.052
O 3.923 -2.953 4.739 -0.683
O 2.702 -3.063 6.828 -0.735
H 5.675 0.580 8.609 0.357
H 4.559 1.249 7.350 0.292
H 6.115 0.366 6.979 0.153
H 4.542 -1.649 8.061 0.428
H 3.436 -0.343 8.049 0.292
H 0.930 -2.045 4.654 -0.519
H 1.942 -0.694 4.356 -0.931
H 1.180 -0.813 5.995 0.446
C -4.242 6.792 4.047 -1.065
C -4.727 5.419 3.506 -0.479
O -4.078 5.183 2.192 -0.086
S -4.652 4.168 1.162 1.052
C -4.334 2.690 1.949 -0.302
O -6.041 4.524 1.011 -0.778
O -3.790 4.273 -0.033 -0.395
H -3.148 6.627 4.178 0.190
H -4.653 6.932 5.076 0.359
H -4.474 7.610 3.347 0.291
H -4.420 4.563 4.122 0.280
H -5.781 5.376 3.372 0.535
H -4.713 1.861 1.322 0.120
H -4.789 2.686 2.957 0.446
H -3.233 2.678 2.058 -0.203
C -5.440 -3.616 -3.187 -1.077
C -5.392 -2.896 -1.831 0.158
O -5.886 -1.501 -1.899 -0.368
S -4.984 -0.356 -1.286 1.303
C -5.992 1.081 -1.717 -0.989
O -4.962 -0.477 0.130 -0.663
O -3.761 -0.344 -2.037 -0.341
H -6.453 -3.733 -3.528 0.398
H -5.032 -4.629 -3.108 0.302
H -4.922 -2.856 -3.800 0.199
H -5.836 -3.313 -0.962 0.406
H -4.327 -2.699 -1.660 -0.168
H -5.504 1.943 -1.232 0.116
H -7.009 0.960 -1.305 0.382
H -5.978 1.296 -2.755 0.398
C -2.337 0.819 -5.273 -0.352
C -0.951 0.990 -5.851 -0.504
O -0.597 -0.131 -6.701 -0.182
S 0.571 -0.003 -7.621 1.304
C 0.882 -1.730 -8.039 -0.858
O 0.154 0.675 -8.821 -0.678
O 1.718 0.488 -6.868 -0.657
H -2.279 -0.045 -4.593 -0.098
H -3.070 0.600 -6.050 0.536
H -2.632 1.696 -4.748 -0.132
H -0.951 1.838 -6.519 0.497
H -0.256 1.091 -5.028 0.262
H 0.517 -2.438 -7.264 0.152
H 1.920 -1.896 -8.268 0.360
H 0.341 -1.930 -8.931 0.371
C 2.481 2.380 3.528 -0.016
C 1.636 3.544 3.898 -0.699
O 0.256 3.167 3.647 -0.028
S -0.804 4.314 3.605 0.953
C -0.818 4.728 1.903 -0.281
O -2.066 3.718 3.909 -0.621
O -0.295 5.509 4.289 -0.720
H 2.512 2.259 2.438 -0.265
H 2.089 1.429 3.880 -0.277
H 3.512 2.457 3.793 0.577
H 1.761 3.811 4.944 0.424
H 1.851 4.426 3.268 0.405
H 0.196 5.030 1.748 0.451
H -1.518 5.477 1.627 0.511
H -0.953 3.793 1.305 -0.492
C 3.833 1.189 -1.019 -1.187
C 2.915 2.228 -1.631 0.612
O 3.518 3.590 -1.530 -0.456
S 2.956 4.571 -0.518 1.394
C 1.587 5.296 -1.377 -0.782
O 2.395 3.863 0.616 -0.486
O 3.949 5.575 -0.376 -0.744
H 4.658 1.237 -1.718 0.467
H 3.341 0.255 -0.885 0.303
H 4.199 1.467 -0.041 0.132
H 2.889 2.114 -2.747 0.400
H 1.925 2.215 -1.154 -0.357
H 1.899 5.628 -2.365 0.438
H 1.214 6.106 -0.716 0.381
H 0.764 4.555 -1.549 -0.057
C -2.893 -5.420 5.931 -1.258
C -2.134 -4.146 5.623 -0.216
O -2.432 -3.924 4.126 -0.225
S -1.453 -2.822 3.606 1.393
C -2.251 -2.406 2.082 -0.554
O -1.491 -1.687 4.491 -0.704
O -0.157 -3.382 3.358 -0.672
H -3.941 -5.229 5.704 0.331
H -2.779 -5.632 7.015 0.373
H -2.594 -6.266 5.328 0.318
H -2.434 -3.237 6.193 0.303
H -1.082 -4.240 5.624 0.371
H -1.709 -1.644 1.530 -0.366
H -3.166 -1.894 2.280 0.503
H -2.378 -3.315 1.489 0.468
C -4.869 5.747 -2.765 -1.667
C -3.618 4.989 -3.067 0.611
O -3.090 5.650 -4.380 -0.407
S -1.560 5.313 -4.524 1.104
C -1.300 6.100 -6.151 -1.286
O -0.776 6.006 -3.556 -0.568
O -1.411 3.867 -4.585 -0.352
H -5.438 5.855 -3.627 0.548
H -4.713 6.697 -2.269 0.326
H -5.599 5.128 -2.224 0.301
H -2.882 5.137 -2.297 0.326
H -3.865 3.933 -3.338 -0.106
H -1.945 5.587 -6.826 0.360
H -0.233 5.997 -6.406 0.386
H -1.464 7.135 -5.980 0.426
C 8.593 0.447 0.016 -1.376
C 7.458 -0.221 0.777 0.081
O 7.126 0.649 1.922 -0.261
S 5.973 0.302 2.905 1.256
C 6.681 -0.917 3.968 -0.657
O 5.695 1.524 3.616 -0.730
O 4.968 -0.433 2.176 -0.562
H 8.827 -0.171 -0.853 0.407
H 9.521 0.398 0.562 0.361
H 8.391 1.475 -0.275 0.324
H 6.600 -0.351 0.149 0.180
H 7.753 -1.133 1.271 0.285
H 7.338 -0.456 4.719 0.255
H 7.310 -1.645 3.389 0.324
H 5.740 -1.423 4.295 0.078
C 1.560 -1.134 1.630 0.093
O 0.582 -0.674 0.702 0.385
C -0.099 0.474 1.144 -0.022
C -1.088 1.101 0.188 2.575
O -0.344 1.664 -0.810 0.735
C -1.042 2.251 -1.890 -0.169
H 2.229 -0.264 1.836 -0.056
H 2.140 -1.919 1.173 0.300
H 1.088 -1.555 2.493 -0.428
H 0.636 1.246 1.475 -0.693
H -0.606 0.220 2.119 0.164
H -1.576 1.893 0.843 -2.210
H -1.896 0.438 -0.086 -0.345
H -0.359 2.837 -2.547 0.283
H -1.908 2.836 -1.552 -0.123
H -1.542 1.473 -2.495 -0.355
C -0.637 -1.953 -1.602 -0.220
O -1.180 -3.152 -2.078 -0.373
C -1.241 -3.171 -3.494 -0.198
C -1.448 -4.533 -4.101 -0.425
O -1.585 -4.411 -5.511 -0.279
C -1.997 -5.610 -6.172 -0.859
H -1.256 -1.025 -1.785 -0.039
H 0.325 -1.685 -2.043 0.527
H -0.581 -2.002 -0.555 -0.081
H -0.407 -2.582 -3.925 0.315
H -2.048 -2.538 -3.834 0.076
H -2.390 -4.938 -3.654 0.139
H -0.612 -5.155 -3.800 0.387
H -3.049 -5.444 -6.276 0.331
H -1.649 -6.470 -5.651 0.344
H -1.623 -5.563 -7.183 0.230
C 4.347 -9.133 -1.911 -0.777
O 3.163 -8.679 -1.363 -0.292
C 3.364 -7.897 -0.183 -0.628
C 2.132 -7.059 0.212 -0.412
O 1.924 -6.116 -0.846 -0.349
C 0.624 -5.546 -0.812 -0.368
H 4.158 -9.947 -2.656 0.229
H 4.972 -9.525 -1.167 0.352
H 4.932 -8.373 -2.429 0.295
H 4.180 -7.178 -0.199 0.363
H 3.516 -8.571 0.662 0.408
H 2.296 -6.565 1.158 0.342
H 1.246 -7.798 0.246 0.272
H -0.123 -6.264 -1.060 0.394
H 0.570 -4.693 -1.536 -0.081
H 0.371 -5.217 0.187 0.247
```

Results
multiplicity = 1
largest force on an atom = 4.182 eV Å⁻¹
LUMO level = 0.215 eV
SMILES string = CCOS(C)(=O)=O.CCOS(C)(=O)=O.CCOS(C)(=O)=O.CCOS(C)(=O)=O.CCOS(C)(=O)=O.CCOS(C)(=O)=O.CCOS(C)(=O)=O.CCOS(C)(=O)=O.CCOS(C)(=O)=O.COCCOC.COCCOC.COCCOC
gap between HOMO and LUMO = 9.72 eV
DFT total energy = -7613.42794 Eh


[2]
Density functional theory data (wB97M-V/def2-TZVPD) for a cluster of 4 separate species, C39H103BN13O7P6 in total in a non-equilibrium geometry.

```
169
Properties=species:S:1:pos:R:3:mulliken_charge:R:1
C 0.429 0.874 0.886 -0.812
C -0.574 -0.080 0.078 -0.048
P -0.010 -1.871 0.029 0.086
C -1.514 -2.833 0.676 -1.127
C 0.409 -2.428 -1.771 1.625
C 1.137 -1.258 -2.554 -1.291
C 2.651 -0.996 -2.238 -0.694
C 3.062 -0.693 -0.759 -0.002
O 4.522 -0.674 -0.729 -0.590
C -0.963 -2.671 -2.613 -0.501
C -1.996 -1.508 -2.478 0.208
C -3.258 -1.706 -3.439 -0.796
C -4.345 -0.561 -3.206 0.821
C -5.182 -0.270 -4.499 -1.791
C -5.195 -0.884 -1.916 0.175
C -6.580 -1.582 -2.194 -0.968
C -6.475 -3.128 -2.503 -0.480
C -6.235 -4.113 -1.551 0.608
C -5.041 -4.096 -0.534 -0.704
C -7.214 -5.335 -1.462 -1.383
C -1.548 -4.128 -2.481 -1.350
C -0.463 -5.183 -2.985 -0.285
O -0.749 -6.397 -2.319 -0.584
B -0.842 -5.448 -4.579 0.624
N -0.892 -6.836 -5.101 -0.692
O -1.173 -4.387 -5.473 -0.459
N 0.940 -4.666 -2.951 0.529
P 2.238 -5.831 -3.395 0.303
N 1.996 -7.343 -3.058 -0.642
C 1.277 -3.775 -1.751 -0.628
P 1.264 -4.660 -0.057 -0.231
N 2.039 -6.229 -0.151 -0.455
O 2.311 -3.819 1.011 -0.475
H -0.058 1.221 1.838 0.126
H 0.772 1.740 0.270 0.230
H 1.292 0.242 1.209 0.105
H -0.842 0.371 -0.906 0.069
H -1.525 -0.053 0.684 0.654
H -1.413 -3.936 0.541 0.302
H -1.482 -2.669 1.792 0.582
H -2.497 -2.427 0.337 0.116
H 0.595 -0.286 -2.392 0.272
H 1.086 -1.405 -3.674 0.401
H 3.292 -1.838 -2.634 0.157
H 2.965 -0.103 -2.849 0.433
H 2.759 0.350 -0.518 0.102
H 2.757 -1.455 -0.004 0.126
H 4.804 -1.573 -0.526 0.346
H -0.622 -2.625 -3.696 0.240
H -2.393 -1.316 -1.456 -0.283
H -1.514 -0.554 -2.835 0.097
H -2.880 -1.719 -4.492 0.455
H -3.801 -2.670 -3.250 -0.154
H -3.757 0.377 -2.992 0.280
H -5.717 -1.175 -4.901 0.277
H -4.557 0.123 -5.335 0.341
H -5.996 0.448 -4.204 0.415
H -4.572 -1.535 -1.258 -0.556
H -5.418 0.094 -1.407 0.443
H -7.160 -1.524 -1.231 0.402
H -7.214 -1.050 -2.948 0.395
H -6.648 -3.454 -3.556 0.298
H -5.134 -3.202 0.151 0.259
H -4.050 -4.019 -1.039 0.073
H -5.134 -4.996 0.118 0.440
H -6.655 -6.259 -1.762 0.299
H -8.069 -5.213 -2.171 0.370
H -7.591 -5.467 -0.412 0.325
H -2.410 -4.224 -3.199 0.741
H -1.952 -4.398 -1.481 -0.420
H -0.094 -6.643 -1.653 0.418
H 0.011 -7.257 -4.844 0.333
H -1.620 -7.389 -4.636 0.317
H -0.392 -4.044 -5.926 0.281
H 1.003 -3.993 -3.743 0.695
H 2.492 -5.710 -4.805 0.189
H 3.429 -5.356 -2.749 0.104
H 2.716 -7.687 -2.424 0.303
H 2.377 -3.558 -1.920 0.721
H 2.802 -6.285 0.532 0.295
H 1.349 -6.903 0.184 0.281
H 3.220 -3.880 0.669 0.333
O -0.494 1.364 4.386 -0.684
P -1.245 1.084 5.697 0.782
N -1.964 2.657 5.775 0.106
C -2.223 3.479 6.943 -0.775
C -2.910 2.962 4.700 -0.970
N 0.184 1.037 6.664 0.277
C 0.443 1.870 7.824 -1.223
C 1.446 0.781 5.974 -1.246
N -2.163 0.521 7.107 -0.116
C -1.726 -0.819 7.583 -1.051
C -3.613 0.363 6.837 -1.053
H -2.995 3.074 7.609 0.289
H -2.556 4.478 6.648 0.382
H -1.328 3.664 7.528 0.183
H -3.871 2.451 4.836 0.278
H -2.512 2.659 3.729 0.171
H -3.106 4.034 4.625 0.400
H 0.740 2.884 7.535 0.309
H 1.254 1.448 8.426 0.386
H -0.411 1.915 8.500 0.388
H 1.823 1.679 5.474 0.434
H 1.332 -0.011 5.233 0.299
H 2.213 0.432 6.672 0.345
H -1.816 -1.573 6.795 0.346
H -2.327 -1.134 8.439 0.418
H -0.695 -0.820 7.931 0.294
H -3.794 -0.262 5.959 0.360
H -4.106 1.322 6.681 0.255
H -4.119 -0.085 7.693 0.403
O -1.740 2.805 -3.961 -0.685
P -1.291 3.956 -4.876 0.852
N -2.872 4.659 -4.893 0.117
C -3.567 5.303 -5.993 -0.782
C -3.334 5.180 -3.605 -0.984
N -1.102 2.947 -6.264 0.225
C -1.802 3.109 -7.524 -1.170
C -0.890 1.528 -6.020 -0.925
N -0.655 5.320 -5.813 -0.126
C 0.744 5.106 -6.271 -1.055
C -0.600 6.586 -5.042 -1.081
H -3.121 6.256 -6.303 0.288
H -4.605 5.515 -5.724 0.380
H -3.650 4.662 -6.865 0.176
H -2.850 6.129 -3.344 0.245
H -3.126 4.474 -2.798 0.156
H -4.415 5.339 -3.595 0.434
H -2.834 2.742 -7.464 0.252
H -1.298 2.549 -8.319 0.401
H -1.799 4.143 -7.868 0.390
H -1.829 1.017 -5.775 0.160
H -0.183 1.372 -5.204 0.237
H -0.452 1.040 -6.897 0.373
H 1.418 4.930 -5.427 0.356
H 1.101 5.976 -6.827 0.413
H 0.834 4.264 -6.954 0.306
H -0.065 6.459 -4.097 0.366
H -1.593 6.974 -4.822 0.265
H -0.104 7.369 -5.618 0.404
O 5.524 2.911 6.485 -0.818
P 6.427 2.947 5.244 0.872
N 5.236 2.250 4.197 0.224
C 5.425 1.315 3.104 -0.611
C 4.040 3.066 3.986 -1.041
N 7.510 1.729 5.821 0.211
C 7.827 0.495 5.130 -1.208
C 7.538 1.483 7.260 -0.980
N 7.544 3.232 3.896 -0.101
C 8.886 3.688 4.346 -1.053
C 7.083 4.293 2.969 -1.071
H 5.957 1.739 2.243 0.265
H 4.461 0.955 2.730 0.250
H 5.939 0.410 3.413 0.114
H 4.229 3.909 3.310 0.245
H 3.674 3.479 4.928 0.330
H 3.214 2.480 3.574 0.280
H 7.026 -0.247 5.238 0.303
H 8.742 0.051 5.536 0.434
H 8.040 0.655 4.073 0.349
H 6.691 0.867 7.583 0.281
H 7.522 2.419 7.817 0.320
H 8.462 0.972 7.550 0.311
H 8.820 4.609 4.933 0.362
H 9.535 3.869 3.485 0.404
H 9.398 2.942 4.949 0.311
H 6.844 5.218 3.501 0.375
H 6.203 3.988 2.404 0.251
H 7.846 4.511 2.220 0.393
```

Results
multiplicity = 1
largest force on an atom = 8.481 eV Å⁻¹
LUMO level = -2.978 eV
gap between HOMO and LUMO = 6.37 eV
DFT total energy = -4858.65244 Eh
charge = +1